1.
C4H3Li2O2V | ωB97M-V with the def2-TZVPD basis set

XYZ file:
```
12
Properties=species:S:1:pos:R:3
V -0.49657 1.37136 -1.65669
O -0.33278 -0.44444 0.76003
O -2.23656 1.58919 -0.83671
C 0.16159 0.67069 0.30908
C -2.09327 2.40771 0.27696
C 0.21968 1.74509 1.28635
C -1.09437 2.54975 1.17747
Li -2.28561 0.13524 0.34108
Li -0.00288 -1.03091 2.45437
H -2.99213 3.03374 0.40903
H 0.26813 1.37418 2.33161
H 1.16690 2.28635 0.97040
```

frontier orbital gap (spin up / spin down): 0.1348 / 0.1611 Ha
charge: 0
maximum force: 1.79 eV/A
energy above the lowest of the compared OMol25 structures with the same formula, charge and spin: 8.7 kcal/mol
HOMO (spin up / spin down): -5.21 / -5.91 eV
2S+1: 5


2.
C4H3LiO6 | ωB97M-V with the def2-TZVPD basis set

XYZ file:
```
14
Properties=species:S:1:pos:R:3
O 1.84825 -0.33202 -0.55261
O 1.89902 -0.15453 1.64399
O 3.84344 -0.93546 0.17477
O -1.37179 -1.14021 0.87739
O -2.93412 0.11191 -0.11310
O -1.31237 1.10473 1.01061
C -1.88606 -0.04626 0.54789
C -0.15591 0.96255 1.80291
C 2.54448 -0.95932 0.27345
C 1.02843 0.52541 1.02063
Li -2.66507 -1.81042 0.12876
H -0.31797 0.31914 2.68080
H 0.08674 1.96405 2.19568
H 4.11116 -0.77052 -0.74512
```

frontier orbital gap (spin up / spin down): 0.2645 / 0.2986 Ha
charge: 0
maximum force: 4.07 eV/A
energy above the lowest of the compared OMol25 structures with the same formula, charge and spin: 121.1 kcal/mol
HOMO (spin up / spin down): -7.82 / -8.54 eV


3.
C4H3LiOSc | ωB97M-V with the def2-TZVPD basis set

XYZ file:
```
10
Properties=species:S:1:pos:R:3
Sc -0.00377 0.88886 2.69268
O 0.98200 1.88741 0.59791
C -0.44000 -0.99083 1.52497
C 0.43965 0.88870 -1.61055
C -0.66230 -2.14808 1.17368
C 0.76872 1.46485 -0.46966
Li -1.12925 -0.57188 -0.63531
H -0.23220 1.63081 -2.12517
H -0.82450 -3.17494 0.87826
H 1.10165 0.12511 -2.02681
```

frontier orbital gap (spin up / spin down): 0.2910 / 0.3430 Ha
charge: +2
maximum force: 1.74 eV/A
energy above the lowest of the compared OMol25 structures with the same formula, charge and spin: 0.0 kcal/mol
HOMO (spin up / spin down): -17.02 / -18.50 eV
2S+1: 2


4.
C4H3N | ωB97M-V with the def2-TZVPD basis set

XYZ file:
```
8
Properties=species:S:1:pos:R:3
N -2.72020 0.86532 -0.07284
C -1.73621 0.31882 -0.36786
C 0.72644 0.05701 -0.31611
C -0.54704 -0.38309 -0.71163
C 1.83063 0.69311 -0.18362
H 2.58399 0.83275 0.58115
H 0.76438 -0.90348 0.30634
H -0.63403 -1.37424 -1.15210
```

frontier orbital gap (spin up / spin down): 0.2864 / 0.2913 Ha
charge: 0
maximum force: 1.50 eV/A
energy above the lowest of the compared OMol25 structures with the same formula, charge and spin: 83.4 kcal/mol
HOMO (spin up / spin down): -9.03 / -8.76 eV


5.
C4H3N2 | ωB97M-V with the def2-TZVPD basis set

XYZ file:
```
9
Properties=species:S:1:pos:R:3
N -2.98705 -0.69431 -0.15285
N -1.99839 1.38596 0.06464
C -1.44915 -0.98592 0.09712
C 0.35342 0.72431 -0.09230
C -2.87360 0.52781 0.01158
C -0.93916 0.34851 0.12935
H 1.19865 -0.06487 -0.11763
H 0.71634 1.79806 -0.37936
H -0.98964 -1.97894 -0.07751
```

frontier orbital gap: 0.3164 Ha
charge: +1
maximum force: 5.65 eV/A
energy above the lowest of the compared OMol25 structures with the same formula, charge and spin: 56.9 kcal/mol
HOMO: -16.39 eV


6.
C4H3N2O3 | ωB97M-V with the def2-TZVPD basis set

XYZ file:
```
12
Properties=species:S:1:pos:R:3
O 0.79253 -2.89165 0.83163
O 1.56029 -0.69526 1.12888
O -1.13802 -3.38671 -1.34469
N 0.02024 -1.96834 0.12915
N -1.95351 -0.45700 -1.46898
C -0.79647 -2.44906 -0.70932
C -0.12937 0.47267 -0.14561
C 0.45089 -0.62383 0.33140
C -1.26765 0.53175 -1.03631
H 1.78052 -1.70070 1.19634
H -1.59521 1.66355 -1.15314
H 0.53707 1.33162 0.00756
```

frontier orbital gap (spin up / spin down): 0.2776 / 0.2777 Ha
charge: -1
maximum force: 4.01 eV/A
energy above the lowest of the compared OMol25 structures with the same formula, charge and spin: 134.2 kcal/mol
HOMO (spin up / spin down): -3.54 / -3.54 eV


7.
C4H3N2O3S | ωB97M-V with the def2-TZVPD basis set

XYZ file:
```
13
Properties=species:S:1:pos:R:3
S -1.12994 2.01479 -0.18027
O 0.98353 -1.72680 -0.22407
O 2.90795 1.46385 0.34815
O 3.59050 -0.64421 -0.06962
N -3.18321 0.40642 0.01987
N -1.20442 -0.67553 -0.08651
C 1.31048 -0.21052 0.00219
C -1.82706 0.51500 -0.05820
C 2.59624 0.31201 0.11634
C 0.07902 -0.71059 -0.08975
H 3.15730 -1.49053 -0.24889
H -3.71729 1.23734 0.20171
H -3.56311 -0.49122 0.26906
```

frontier orbital gap: 0.2728 Ha
charge: -1
maximum force: 1.29 eV/A
energy above the lowest of the compared OMol25 structures with the same formula, charge and spin: 57.4 kcal/mol
HOMO: -3.82 eV
SMILES: NC(=S)/N=C1/O/C1=C(/[O-])O


8.
C4H3N2O3S | ωB97M-V with the def2-TZVPD basis set

XYZ file:
```
13
Properties=species:S:1:pos:R:3
S 4.18945 -1.28264 0.18909
O 3.35253 1.72757 -0.87396
O 1.37653 -2.34379 0.06295
O 3.70037 1.71430 0.47497
N 1.49753 -1.16638 -0.11448
N 1.33024 1.57805 0.28417
C 0.25375 0.95290 0.10041
C 2.52861 1.07544 0.04770
C 2.73114 -0.52890 -0.02596
C 0.27498 -0.44738 -0.56613
H 0.53734 -0.41967 -1.58726
H -0.67856 1.41089 0.37087
H -0.58693 -1.06783 -0.48012
```

frontier orbital gap (spin up / spin down): 0.2130 / 0.2130 Ha
charge: +1
maximum force: 5.20 eV/A
energy above the lowest of the compared OMol25 structures with the same formula, charge and spin: 122.2 kcal/mol
HOMO (spin up / spin down): -14.48 / -14.49 eV
SMILES: O=[N+]1CC=NC2(OO2)C1=S


9.
C4H3N2OP | ωB97M-V with the def2-TZVPD basis set

XYZ file:
```
11
Properties=species:S:1:pos:R:3
P 1.35451 -1.46685 -1.05769
O 0.85998 -0.08132 2.58120
N -1.53425 -1.59390 -1.12402
N 1.29347 1.24342 -1.75514
C 1.25928 0.12147 -1.49042
C -0.59864 0.74045 0.80723
C 0.43334 0.19859 1.51303
C -0.36997 -1.67604 -1.11746
H -0.23976 1.30165 -0.02786
H -1.26332 1.29806 1.42038
H -1.19465 -0.08553 0.25074
```

frontier orbital gap (spin up / spin down): 0.2270 / 0.2265 Ha
charge: 0
maximum force: 7.02 eV/A
energy above the lowest of the compared OMol25 structures with the same formula, charge and spin: 46.0 kcal/mol
HOMO (spin up / spin down): -8.30 / -8.30 eV


10.
C4H3N3 | ωB97M-V with the def2-TZVPD basis set

XYZ file:
```
10
Properties=species:S:1:pos:R:3
N -0.27065 -1.31509 0.09789
N 0.11432 0.80742 -0.31163
N 3.15771 -0.45440 0.64234
C 0.64863 -0.36238 0.04032
C 2.03143 -0.45844 0.38059
C -1.44871 -0.69473 -0.15038
C -1.29496 0.68358 -0.39150
H 0.55883 1.67181 -0.58647
H -2.35724 -1.29132 -0.17780
H -1.13936 1.41355 0.45665
```

frontier orbital gap: 0.3513 Ha
charge: 0
maximum force: 3.53 eV/A
energy above the lowest of the compared OMol25 structures with the same formula, charge and spin: 61.5 kcal/mol
HOMO: -9.54 eV
SMILES: N#Cc1ncc[nH]1


11.
C4H3N3O | ωB97M-V with the def2-TZVPD basis set

XYZ file:
```
11
Properties=species:S:1:pos:R:3
O 1.11120 -0.86693 1.86708
N -0.51685 0.44026 -1.09591
N 0.64682 0.43956 -1.85687
N -2.24189 -0.78342 1.77046
C 1.17939 1.64304 -2.07216
C -0.41148 -0.22216 0.06018
C -1.51634 -0.43671 0.89398
C 0.96551 -0.59872 0.72501
H 1.80007 -0.28622 0.00370
H 1.99961 1.80329 -2.78288
H 0.79162 2.43093 -1.52319
```

frontier orbital gap: 0.3230 Ha
charge: 0
maximum force: 5.59 eV/A
energy above the lowest of the compared OMol25 structures with the same formula, charge and spin: 70.8 kcal/mol
HOMO: -10.32 eV
SMILES: C=N/N=C(/C#N)C=O


12.
C4H3N3O | ωB97M-V with the def2-TZVPD basis set

XYZ file:
```
11
Properties=species:S:1:pos:R:3
O -1.92436 -0.19498 0.00190
N 1.46636 0.87141 -0.03595
N 1.58508 -1.31978 -0.05631
N 2.17169 -0.16141 -0.04537
C -1.07245 1.01923 0.03178
C -1.04175 -1.30182 0.01290
C 0.26373 -0.96608 0.24269
C 0.13348 0.46125 0.08492
H -1.66228 -2.15912 -0.27559
H -1.66329 2.02050 -0.35037
H 1.74379 1.73080 0.38941
```

frontier orbital gap: 0.3331 Ha
charge: 0
maximum force: 6.97 eV/A
energy above the lowest of the compared OMol25 structures with the same formula, charge and spin: 88.6 kcal/mol
HOMO: -8.59 eV
SMILES: c1occ2[nH]nnc12


13.
C4H3N3O | ωB97M-V with the def2-TZVPD basis set

XYZ file:
```
11
Properties=species:S:1:pos:R:3
O -2.57686 -1.00207 -0.13947
N -1.12396 0.85388 -0.01895
N 3.26706 -0.65264 0.02861
N -0.12602 -1.03600 0.24450
C 2.14637 -0.30309 -0.08502
C -1.45773 -0.52804 0.12273
C 0.69647 0.00380 0.02591
C 0.18899 1.14792 0.02726
H -2.04420 1.41134 0.50709
H 0.39536 -2.08241 -0.37507
H 0.63452 2.18730 -0.33759
```

frontier orbital gap: 0.3308 Ha
charge: 0
maximum force: 9.40 eV/A
energy above the lowest of the compared OMol25 structures with the same formula, charge and spin: 64.8 kcal/mol
HOMO: -9.08 eV


14.
C4H3N3O | ωB97M-V with the def2-TZVPD basis set

XYZ file:
```
11
Properties=species:S:1:pos:R:3
O -1.07390 -1.29692 -1.46195
N 0.80998 -1.32371 -0.05976
N -2.24781 2.13086 -0.93940
N 1.50395 -0.37713 0.65053
C 0.67052 0.70674 0.90730
C -0.51107 0.53276 0.34777
C -0.33041 -0.77545 -0.52100
C -1.46916 1.53837 -0.03065
H -0.76027 -2.07932 -1.72493
H 1.25850 1.39928 1.39428
H 2.14966 -0.45548 1.43782
```

frontier orbital gap: 0.3597 Ha
charge: 0
maximum force: 12.62 eV/A
energy above the lowest of the compared OMol25 structures with the same formula, charge and spin: 78.6 kcal/mol
HOMO: -9.39 eV
SMILES: N#Cc1c[nH]nc1O


15.
C4H3N3O6S | ωB97M-V with the def2-TZVPD basis set

XYZ file:
```
17
Properties=species:S:1:pos:R:3
S 1.73162 -0.21933 -0.90481
O -2.47393 -0.85885 0.45344
O 2.18170 -1.62267 0.66477
O 4.30326 -1.54669 1.16124
O 2.36717 3.14490 0.37814
O -2.37275 1.09221 1.41002
O 3.50777 1.69288 -0.72563
N 3.21174 -2.01509 1.16644
N 2.52471 2.08670 -0.16165
N -1.91174 0.17192 0.77303
C 0.13458 1.46777 0.42180
C 0.06290 -0.76718 -0.49145
C 1.40542 1.27604 -0.14096
C -0.59500 0.32077 0.36642
H -0.07225 2.47813 0.90829
H -0.67913 -0.99482 -1.39334
H -0.01861 -1.67130 -0.05516
```

frontier orbital gap (spin up / spin down): 0.2562 / 0.2339 Ha
charge: 0
maximum force: 4.69 eV/A
energy above the lowest of the compared OMol25 structures with the same formula, charge and spin: 33.8 kcal/mol
HOMO (spin up / spin down): -9.56 / -8.62 eV


16.
C4H3N3S2 | ωB97M-V with the def2-TZVPD basis set

XYZ file:
```
12
Properties=species:S:1:pos:R:3
S 1.98231 0.87035 -1.23002
S 0.65225 -0.33660 -2.18383
N -2.03189 0.05364 0.02276
N 0.37848 -1.18676 -0.73058
N -0.77259 -2.88257 0.48030
C -0.30035 -1.99462 -0.15347
C 1.10339 1.67789 0.05664
C -0.10458 1.64075 0.53492
C -1.14416 0.75347 0.15485
H 1.87488 2.34430 0.48065
H -1.38842 -3.19134 1.23936
H -0.24931 2.25147 1.32840
```

frontier orbital gap: 0.3228 Ha
charge: 0
maximum force: 3.38 eV/A
energy above the lowest of the compared OMol25 structures with the same formula, charge and spin: 31.0 kcal/mol
HOMO: -8.60 eV
SMILES: N#C/C=C\SSN=C=N


17.
C4H3NO | ωB97M-V with the def2-TZVPD basis set

XYZ file:
```
9
Properties=species:S:1:pos:R:3
O -1.65009 1.14615 1.85055
N -1.70131 -0.11503 -1.60557
C 1.93178 0.09350 0.71218
C -1.63175 0.57502 0.81061
C -1.50896 0.40027 -0.49061
C 2.26474 -0.63437 -0.16405
H 2.69915 -0.95110 -1.06263
H 1.69949 0.54553 1.69456
H -2.10306 -1.05996 -1.74505
```

frontier orbital gap: 0.2692 Ha
charge: 0
maximum force: 3.20 eV/A
energy above the lowest of the compared OMol25 structures with the same formula, charge and spin: 99.0 kcal/mol
HOMO: -8.49 eV
SMILES: N=C=C=O.C#C


18.
C4H3NO | ωB97M-V with the def2-TZVPD basis set

XYZ file:
```
9
Properties=species:S:1:pos:R:3
O 3.34461 -1.56074 -2.11075
N 0.89963 -1.33835 -1.89314
C 3.62717 -1.15124 -1.06174
C 4.10896 -0.74458 0.14192
C 0.81594 -0.66838 -0.95137
C 0.40575 0.02345 0.20620
H 0.22126 1.03049 0.08113
H 1.32095 0.22662 0.91906
H -0.39866 -0.45620 0.66134
```

frontier orbital gap (spin up / spin down): 0.2852 / 0.2862 Ha
charge: 0
maximum force: 4.61 eV/A
energy above the lowest of the compared OMol25 structures with the same formula, charge and spin: 113.7 kcal/mol
HOMO (spin up / spin down): -10.25 / -10.29 eV


19.
C4H3NO | ωB97M-V with the def2-TZVPD basis set

XYZ file:
```
9
Properties=species:S:1:pos:R:3
O 1.69948 1.09376 1.14897
N -0.38179 0.06421 1.86166
C -0.68343 -0.59173 -0.76904
C -0.74147 -1.41402 -1.64928
C -0.60842 0.43981 0.23352
C 0.48731 0.56345 1.12946
H 2.19349 0.65243 0.44647
H -1.14533 1.36212 -0.00092
H -0.81985 -2.17002 -2.40085
```

frontier orbital gap: 0.3694 Ha
charge: 0
maximum force: 1.31 eV/A
energy above the lowest of the compared OMol25 structures with the same formula, charge and spin: 66.4 kcal/mol
HOMO: -9.57 eV
SMILES: C#C[C@H]1N=C1O


20.
C4H3NO | ωB97M-V with the def2-TZVPD basis set

XYZ file:
```
9
Properties=species:S:1:pos:R:3
O -1.25636 0.97085 -0.68038
N -1.44466 -1.14280 1.97347
C -1.04709 -0.74662 0.96315
C 2.09055 0.13905 -0.25513
C -0.56339 -0.20075 -0.33315
C 0.89984 -0.02597 -0.28571
H 3.14995 0.27667 -0.22582
H -1.01694 1.66135 -0.04640
H -0.81190 -0.93177 -1.11004
```

frontier orbital gap: 0.4304 Ha
charge: 0
maximum force: 1.13 eV/A
energy above the lowest of the compared OMol25 structures with the same formula, charge and spin: 34.4 kcal/mol
HOMO: -11.14 eV
SMILES: C#C[C@H](O)C#N